<i>
C10H16N2O5 | the ωB97M-V functional and the def2-TZVPD basis

Computed properties:
SMILES	O=C(O)CC[C@H](NC(=O)[C@@H]1CCCN1)C(=O)O
multiplicity	1

CARTESIAN COORDINATES (ANGSTROEM)
O (0.948, 1.505, -0.622)
C (0.408, 2.442, 0.068)
O (0.983, 3.622, 0.085)
C (-0.978, 2.260, 0.689)
C (-1.899, 1.432, -0.256)
C (-1.876, -0.084, 0.102)
N (-0.548, -0.685, -0.182)
C (0.270, -1.087, 0.752)
O (0.108, -1.027, 1.993)
C (1.563, -1.814, 0.256)
C (2.892, -1.396, 0.880)
C (3.344, -0.159, 0.033)
C (2.580, -0.476, -1.416)
N (1.788, -1.629, -1.160)
C (-3.148, -0.806, -0.198)
O (-4.184, -0.207, -0.467)
O (-2.762, -2.116, -0.270)
H (1.975, 3.675, -0.175)
H (-1.020, 1.722, 1.659)
H (-1.482, 3.256, 0.983)
H (-2.957, 1.634, -0.284)
H (-1.587, 1.571, -1.346)
H (-1.872, -0.331, 1.047)
H (-0.262, -0.830, -1.180)
H (1.116, -2.794, 0.399)
H (3.646, -2.198, 0.969)
H (2.648, -1.242, 1.951)
H (4.444, 0.105, 0.013)
H (2.963, 0.728, 0.433)
H (2.026, 0.398, -1.822)
H (3.417, -0.536, -2.237)
H (2.066, -2.329, -1.698)
H (-3.485, -2.730, -0.520)

---

<ii>
C10H16N2O5 | the ωB97M-V functional and the def2-TZVPD basis

Computed properties:
SMILES	N[C@@H](CCC(=O)O)C(=O)N1CCC[C@H]1C(=O)O
multiplicity	1

CARTESIAN COORDINATES (ANGSTROEM)
N (1.310, -0.485, 1.480)
C (0.982, -0.457, -0.059)
C (0.776, -1.792, -0.768)
C (2.051, -2.591, -1.157)
C (2.830, -2.164, -2.331)
O (2.647, -1.282, -3.139)
O (3.754, -3.145, -2.626)
C (-0.207, 0.530, -0.264)
O (-0.059, 1.414, -1.124)
N (-1.377, 0.324, 0.338)
C (-1.663, -0.669, 1.328)
C (-2.781, 0.096, 2.209)
C (-3.421, 1.104, 1.263)
C (-2.183, 1.502, 0.474)
C (-1.259, 2.359, 1.183)
O (-0.512, 2.030, 2.119)
O (-1.436, 3.603, 0.852)
H (2.361, -0.875, 1.634)
H (1.389, 0.512, 1.818)
H (1.818, 0.004, -0.416)
H (-0.056, -2.323, -0.229)
H (0.292, -1.617, -1.794)
H (1.826, -3.502, -1.552)
H (2.901, -2.800, -0.480)
H (4.005, -2.974, -3.618)
H (-0.823, -0.825, 2.025)
H (-2.007, -1.522, 0.797)
H (-2.299, 0.535, 3.101)
H (-3.588, -0.516, 2.596)
H (-4.053, 0.544, 0.613)
H (-3.729, 2.065, 1.790)
H (-2.396, 1.886, -0.523)
H (-1.074, 4.074, 1.589)

---

Quick look at relative energies in kJ/mol: <i> 63.5; <ii> 0.0.

---

<i>
C15H18N2O2S | the ωB97M-V functional and the def2-TZVPD basis

Computed properties:
SMILES	Cc1ccc(CNS(=O)(=O)NCc2ccccc2)cc1
multiplicity	1

CARTESIAN COORDINATES (ANGSTROEM)
C (-6.605, -1.271, -0.440)
C (-5.298, -0.599, -0.150)
C (-4.182, -1.348, 0.209)
C (-2.968, -0.739, 0.462)
C (-2.839, 0.642, 0.359)
C (-1.502, 1.294, 0.591)
N (-0.538, 0.966, -0.446)
S (0.621, -0.165, -0.106)
O (0.192, -1.089, 0.902)
O (1.068, -0.656, -1.372)
N (1.753, 0.809, 0.617)
C (2.847, 1.286, -0.201)
C (4.089, 0.435, -0.112)
C (5.348, 1.022, -0.157)
C (6.489, 0.243, -0.077)
C (6.383, -1.131, 0.056)
C (5.131, -1.722, 0.103)
C (3.989, -0.944, 0.019)
C (-3.948, 1.393, -0.004)
C (-5.164, 0.779, -0.252)
H (-6.774, -2.099, 0.246)
H (-7.432, -0.569, -0.357)
H (-6.601, -1.673, -1.454)
H (-4.270, -2.421, 0.295)
H (-2.106, -1.327, 0.740)
H (-1.609, 2.384, 0.629)
H (-1.060, 0.946, 1.527)
H (-0.941, 0.814, -1.357)
H (2.041, 0.426, 1.503)
H (3.074, 2.319, 0.083)
H (2.471, 1.281, -1.228)
H (5.433, 2.094, -0.259)
H (7.462, 0.710, -0.115)
H (7.273, -1.739, 0.121)
H (5.042, -2.794, 0.202)
H (3.013, -1.406, 0.041)
H (-3.863, 2.467, -0.088)
H (-6.018, 1.380, -0.529)

---

<ii>
C15H18N2O2S | the ωB97M-V functional and the def2-TZVPD basis

Computed properties:
SMILES	CCCOc1ccc(OCCSc2ncccn2)cc1
multiplicity	1

CARTESIAN COORDINATES (ANGSTROEM)
C (2.263, 0.553, -4.885)
C (0.712, 0.429, -4.371)
C (0.639, 0.498, -2.816)
O (1.160, -0.593, -2.365)
C (1.044, -0.717, -1.114)
C (1.853, -1.736, -0.592)
C (1.971, -1.813, 0.739)
C (1.393, -1.188, 1.698)
O (1.371, -1.367, 2.988)
C (0.908, -0.634, 4.064)
C (-0.726, -1.095, 3.922)
S (-1.725, 0.535, 4.244)
C (-2.409, 0.630, 2.827)
N (-3.053, 1.902, 2.611)
C (-3.706, 1.998, 1.354)
C (-3.267, 1.328, 0.276)
C (-2.564, 0.121, 0.594)
N (-2.010, -0.012, 1.721)
C (0.831, -0.027, 1.159)
C (0.695, 0.285, -0.144)
H (2.477, 0.264, -5.892)
H (2.725, -0.451, -4.447)
H (2.824, 1.661, -4.641)
H (0.257, -0.495, -4.877)
H (0.184, 1.252, -5.035)
H (1.109, 1.363, -2.709)
H (-0.382, 0.638, -2.665)
H (2.327, -2.646, -1.157)
H (2.406, -2.814, 1.277)
H (1.057, 0.349, 3.949)
H (1.327, -0.777, 4.903)
H (-0.834, -1.633, 4.643)
H (-1.042, -1.212, 2.936)
H (-4.429, 3.065, 1.281)
H (-3.914, 1.450, -0.569)
H (-2.435, -0.882, -0.208)
H (0.497, 0.690, 1.786)
H (0.464, 1.079, -0.485)

---

Quick look at relative energies in kJ/mol: <i> 0.0; <ii> 1195.0.